1.
12
Properties=species:S:1:pos:R:3:forces:R:3:lowdin_charge:R:1 method="wB97M-V/def2-TZVPD" homo_ev=-10.241 de_lowest_kcal_mol=64.9 lumo_energy_ev=0.907 gap_ev=11.148
O -0.82310 0.88912 -0.40823 0.019 0.057 0.028 -0.10
C -1.10111 -0.32728 0.26780 -0.081 -0.125 0.017 -0.18
C 0.26882 -0.97780 0.52401 -0.109 -0.066 0.218 -0.13
O 1.00156 -0.63192 -0.64883 0.091 0.100 -0.079 -0.02
C 0.87225 0.69954 -0.86345 -0.030 0.005 -0.075 -0.37
O 1.20797 1.57697 0.03024 0.100 -0.037 -0.029 -0.03
H -0.02897 1.56639 0.22468 -0.044 -0.058 -0.086 0.14
H -1.71704 -0.95242 -0.38642 0.084 0.061 0.082 0.13
H -1.64558 -0.13115 1.19578 0.096 -0.036 -0.108 0.13
H 0.23366 -2.06606 0.58254 -0.008 0.155 -0.005 0.13
H 0.75882 -0.56666 1.41219 -0.074 -0.058 -0.106 0.13
H 0.97272 0.92127 -1.93033 -0.045 0.003 0.142 0.17


2.
10
Properties=species:S:1:pos:R:3:forces:R:3:lowdin_charge:R:1 method="wB97M-V/def2-TZVPD" homo_ev=-8.404 de_lowest_kcal_mol=26.6 lumo_energy_ev=-0.101 gap_ev=8.303
C 0.05599 -0.75554 0.05293 0.485 -1.776 -0.267 -0.42
C -0.92065 0.35446 -0.03627 -2.567 -2.222 0.342 -1.29
H 2.06487 -0.76450 0.53539 -0.562 0.584 -0.595 0.08
H 1.84578 -0.11059 -0.99460 -1.143 -0.520 1.138 0.10
H -0.14737 -1.33120 1.04924 0.618 1.133 -1.780 0.16
H -0.13084 -1.46916 -0.78345 -0.354 0.268 0.717 0.11
H -1.38338 2.49193 0.32014 -0.375 0.110 -0.348 -0.10
N 1.39908 -0.24323 -0.05675 2.369 -0.321 0.372 -0.09
S -0.26311 1.85589 -0.02445 1.395 2.470 0.411 0.85
S -2.52038 -0.02805 -0.06218 0.134 0.273 0.009 0.61


3.
11
Properties=species:S:1:pos:R:3:forces:R:3:mulliken_spin:R:1 method="wB97M-V/def2-TZVPD" homo_ev="-6.377 / -8.615" de_lowest_kcal_mol=32.1 lumo_energy_ev="-0.455 / -2.363" gap_ev="5.922 / 6.251" s_squared=2.012 spin_multiplicity=3
C -0.50261 -0.08765 -1.90592 -1.796 -0.613 -0.726 0.01
C -0.27487 -1.06339 -1.05892 0.163 -1.494 -0.866 -0.01
N -0.31098 -1.01125 0.33706 -0.183 -0.546 0.179 -0.01
N 0.40719 1.77262 1.68082 0.225 0.100 1.334 0.96
O -0.99520 0.42434 -2.82251 0.679 0.676 -0.611 0.05
I 1.66767 -1.08362 0.79499 1.640 -0.489 1.175 0.02
I -0.55164 2.07572 -0.16234 -1.249 1.496 -1.943 1.09
H -0.23668 1.63323 2.44782 0.406 -0.127 0.552 -0.05
H 0.17706 -1.96266 -1.52031 -0.327 0.603 -0.092 0.00
H -0.63947 -1.94293 0.61074 -0.019 0.444 0.242 0.00
H 1.25954 1.24559 1.59857 0.462 -0.051 0.754 -0.06


4.
42
Properties=species:S:1:pos:R:3:forces:R:3:lowdin_charge:R:1 method="wB97M-V/def2-TZVPD" homo_ev=-8.730 de_lowest_kcal_mol=76.9 lumo_energy_ev=0.270 gap_ev=8.999
C -2.43334 -0.96681 -0.56151 0.536 -0.391 0.549 -0.28
C -1.05563 -0.94039 0.11122 -0.911 -0.209 -0.768 -0.47
C -2.69597 -2.31280 -1.24136 -1.053 1.097 -1.115 -0.19
C -4.07197 -2.19007 -2.02085 -0.514 -1.541 0.092 -0.40
C -5.25238 -3.41662 0.12733 -1.607 1.201 2.424 -0.47
C 2.90367 2.18645 1.28795 0.819 1.475 -0.562 -0.31
C 3.85036 3.19039 2.00125 0.588 1.121 -0.272 -0.44
C 3.75549 1.46961 0.24013 0.796 -0.283 0.210 -0.14
C 3.20588 0.14232 -0.24695 -0.379 0.405 -1.030 -0.42
C 2.02201 0.38804 -1.19739 1.095 -0.484 -0.161 -0.09
C 4.29843 -0.65851 -0.92729 -0.832 0.946 -1.152 -0.08
H -2.02342 -0.11880 -2.15149 5.434 -4.106 -10.570 -0.03
H -1.83428 0.66562 -1.10854 6.844 7.230 4.441 -0.03
H -3.18576 -0.89620 0.21069 -0.286 0.423 0.376 0.13
H -2.55008 -3.11911 -0.53682 -0.475 -0.284 0.104 0.10
H -1.95054 -2.43644 -2.01120 0.451 -0.222 -0.426 0.11
H -4.01225 -1.28082 -2.61719 -0.207 -0.002 0.130 0.05
H -4.26040 -3.06334 -2.78543 0.382 1.452 1.752 0.11
H -6.18921 -3.68104 0.69227 0.924 0.308 -0.452 0.06
H -4.96183 -4.25016 -0.39651 0.597 -1.928 -1.550 0.00
H -4.47444 -3.17231 0.84207 0.058 -0.077 0.283 0.03
H 0.01709 -1.65061 1.32111 2.379 0.131 1.036 0.10
H 2.08314 3.64187 0.15473 -0.037 0.130 0.012 0.09
H 1.20755 3.27017 1.47799 -0.017 0.118 -0.113 0.09
H 2.56353 1.45999 1.97540 -0.439 -0.865 1.019 0.13
H 4.75944 1.25307 0.65979 -0.459 0.275 -0.065 0.12
H 3.94298 2.14004 -0.60572 -0.099 0.007 -0.013 0.14
H 2.86547 -0.43591 0.59613 -0.291 -0.219 0.637 0.12
H 1.63449 -0.56372 -1.60895 0.059 0.575 0.278 0.09
H 2.35678 0.99762 -2.02252 0.405 0.177 -0.523 0.08
H 1.27791 0.95836 -0.68642 -0.112 0.088 -0.146 0.03
H 3.90687 -1.61314 -1.22003 -0.004 -0.673 -0.123 0.07
H 4.59613 -0.13408 -1.84785 0.030 -0.147 0.140 0.09
H 5.15715 -0.75267 -0.32287 1.060 -0.354 0.793 0.06
H 4.86205 1.74339 2.78365 -0.016 -0.410 -0.077 0.10
N -2.44492 0.17210 -1.47187 -12.335 -2.636 5.500 0.17
N 1.75406 2.87202 0.72318 0.099 -0.398 0.191 0.07
O -0.16578 -0.20020 -0.19986 -0.799 0.357 0.241 0.07
O -0.85182 -1.82762 1.05437 -2.369 -1.493 0.378 0.17
O 3.73671 4.39463 1.91354 0.023 -1.516 0.194 0.11
O 4.97715 2.67705 2.60476 -0.847 0.649 0.038 0.09
S -5.60511 -1.99819 -0.87307 1.509 0.072 -1.700 0.78


5.
151
Properties=species:S:1:pos:R:3:forces:R:3:mulliken_spin:R:1 method="wB97M-V/def2-TZVPD" homo_ev="-11.243 / -11.242" lumo_energy_ev="-2.202 / -7.986" gap_ev="9.041 / 3.256" charge=+1 s_squared=0.757 spin_multiplicity=2
C 1.35932 -3.89852 1.36886 0.633 -0.170 0.466 0.00
C 2.15450 -3.44599 2.66221 -1.626 -0.147 -1.580 0.00
O 1.48507 -2.31348 3.21315 0.299 0.669 0.053 0.00
H 1.74437 -4.85146 1.00587 -0.238 -0.225 0.253 0.00
H 1.43144 -3.26355 0.48585 0.639 0.619 0.210 0.00
H 0.27905 -3.94029 1.50806 0.002 -0.435 0.556 0.00
H 3.17034 -3.18240 2.36776 -0.025 0.080 0.384 0.00
H 2.11983 -4.19351 3.45475 0.447 -0.455 -0.444 0.00
H 0.65520 -2.66892 3.53963 -0.391 -0.034 0.011 0.00
C -1.45630 -0.18132 -4.76216 -0.301 0.893 -0.026 0.00
C -2.13226 1.07408 -4.12797 0.107 -2.201 -0.879 0.00
O -2.91894 1.70014 -5.14160 0.598 0.198 0.857 0.00
H -2.15502 -0.93593 -5.12336 -0.231 0.126 0.188 0.00
H -0.75922 -0.65460 -4.07065 0.019 0.100 -0.022 0.00
H -0.90905 0.15463 -5.64293 0.205 -0.024 0.035 0.00
H -1.33286 1.67355 -3.69243 -0.143 0.538 -0.088 0.00
H -2.82982 0.74604 -3.35733 0.207 -0.013 0.449 0.00
H -3.48445 2.25214 -4.59654 -0.441 0.463 -0.551 0.00
C 2.74478 5.55505 -1.84626 0.031 -0.667 0.516 0.00
C 1.25691 5.26754 -1.87066 1.092 0.580 -1.879 0.00
O 0.96679 3.85299 -1.82217 -0.192 1.106 0.558 0.00
H 3.24981 4.86307 -2.52022 0.232 0.062 0.093 0.00
H 3.06043 5.39004 -0.81610 0.600 0.033 -0.126 0.00
H 2.95462 6.58221 -2.14461 -0.056 -0.002 0.055 0.00
H 0.95811 5.58474 -2.86977 -0.653 -0.106 0.086 0.00
H 0.85751 5.99188 -1.16080 -1.020 -0.857 0.432 0.00
H 0.96260 3.58646 -0.89992 0.059 0.180 0.059 0.00
C 1.35793 -3.00459 -6.44795 -1.183 -1.123 -0.526 0.00
C 0.51901 -3.95199 -7.42920 0.390 0.794 1.343 0.00
O 1.41134 -4.76465 -8.12495 0.607 -0.374 -1.158 0.00
H 1.82208 -2.15660 -6.95153 -0.410 0.035 -0.281 0.00
H 2.19747 -3.56249 -6.03319 -0.229 -0.242 0.130 0.00
H 0.70051 -2.68242 -5.64042 0.161 0.249 0.102 0.00
H -0.16129 -3.37137 -8.05224 0.570 0.244 -0.587 0.00
H -0.17950 -4.67324 -7.00496 -0.145 0.499 1.239 0.00
H 1.42151 -5.59905 -7.65032 0.237 -0.040 -0.262 0.00
C 3.59902 0.33695 -5.45933 1.142 -1.646 -0.632 0.00
C 4.11321 1.55204 -4.72342 -0.294 -0.672 -1.354 0.00
O 3.09206 1.97926 -3.89098 -0.718 0.722 1.791 0.00
H 2.70046 0.40248 -6.07285 0.068 0.554 0.105 0.00
H 3.48086 -0.54170 -4.82521 -0.570 0.287 0.832 0.00
H 4.38783 -0.11984 -6.05700 0.204 0.498 -0.741 0.00
H 4.39356 2.35424 -5.40606 0.180 -0.052 -0.162 0.00
H 5.00673 1.26621 -4.16843 -0.094 0.175 0.328 0.00
H 2.55362 2.64422 -4.32630 0.014 0.012 0.023 0.00
O -2.78155 3.11476 1.78517 -0.508 -0.182 -0.950 0.01
H -2.45932 2.24685 1.54201 0.084 -0.348 0.263 0.01
H -2.28335 3.34467 2.56949 0.685 0.002 0.829 -0.01
O -2.95643 -2.69629 0.64768 1.401 -0.521 -0.325 0.02
H -2.67364 -2.89765 1.53971 -0.008 -0.368 0.458 0.00
H -3.61391 -2.00876 0.75380 -0.849 0.666 0.058 0.00
O -1.09457 -0.76242 4.27800 0.213 0.461 0.131 0.00
H -0.33731 -1.01614 4.80565 0.416 -0.110 0.208 0.00
H -1.38829 0.06394 4.66152 -0.293 0.410 0.100 0.00
O -2.12901 -2.64985 -2.49415 0.015 -0.168 0.188 0.00
H -1.39513 -2.07600 -2.71403 0.097 0.140 -0.081 0.00
H -2.83183 -2.37738 -3.08409 -0.228 0.028 -0.164 0.00
O -4.29022 3.62751 -0.54045 -0.092 -0.106 -0.619 0.00
H -3.69926 3.34708 0.15837 0.177 0.232 0.447 0.00
H -5.16488 3.55591 -0.15825 -0.225 0.048 0.073 0.00
O 3.14028 2.84839 -0.00422 -0.282 0.494 0.241 0.00
H 2.68936 2.62299 -0.81792 0.064 0.093 -0.607 0.00
H 3.40381 2.00571 0.36548 0.281 -0.516 0.098 0.00
O -1.76393 -3.12069 3.51457 0.358 -0.834 -0.600 0.00
H -1.61614 -2.17497 3.51452 -0.283 0.335 0.209 0.00
H -2.05944 -3.31736 4.40351 -0.243 -0.114 0.169 0.00
C -3.45359 6.53376 5.45621 1.397 -0.382 0.357 0.00
C -2.91930 5.50831 4.40397 -0.284 0.730 1.366 0.00
C -2.22643 4.28578 5.05215 -1.886 -0.388 -0.122 0.00
O -1.41349 3.54999 4.13262 0.674 1.034 -0.086 0.00
C -0.10075 4.15209 4.10433 -0.326 -0.894 0.350 0.00
N -4.02131 5.17453 3.53210 0.388 -0.839 0.259 0.00
H -4.16013 6.16091 6.19775 -0.243 -0.511 -0.447 0.00
H -3.87174 7.44945 5.03815 0.039 -0.196 -0.340 0.00
H -2.60184 6.82772 6.06957 0.157 0.330 0.015 0.00
H -2.12052 5.94781 3.80657 0.262 0.667 0.112 0.00
H -2.96656 3.54026 5.34288 -0.391 0.201 0.145 0.00
H -1.72024 4.57646 5.97268 0.547 0.035 -0.181 0.00
H 0.29940 3.92859 5.09329 0.501 0.350 -0.012 0.00
H -0.15020 5.22763 3.93447 0.088 -0.071 -0.092 0.00
H 0.50359 3.63949 3.35592 -0.095 0.142 -0.085 0.00
H -3.58583 4.61235 2.81488 -0.945 0.196 -0.660 0.00
H -4.35449 6.05037 3.15527 -0.154 -0.139 -0.430 0.00
C -6.85011 -0.15614 2.36763 -2.471 1.089 0.918 0.00
C -5.41609 -0.09413 1.98629 1.009 2.833 0.445 0.00
C -4.53367 -0.05581 3.28042 -0.546 1.002 -1.403 0.00
O -4.95291 -1.00594 4.16098 0.181 -1.491 1.483 0.00
C -4.77090 -0.70547 5.54630 -0.933 0.022 -0.340 0.00
N -5.11034 -1.08822 1.00948 0.015 -1.181 0.780 0.00
H -7.63314 0.08445 1.64855 0.563 -0.848 -1.370 0.00
H -7.24409 0.65535 2.97947 0.990 0.217 1.111 0.00
H -7.14811 -1.06718 2.88657 0.240 -0.150 -0.113 0.00
H -5.18578 0.82736 1.45159 -0.134 0.663 0.463 0.00
H -4.68443 0.93097 3.71819 -0.003 0.396 -0.079 0.00
H -3.47182 -0.15252 3.05411 0.344 -0.109 -0.293 0.00
H -3.91973 -0.07651 5.80709 0.554 -0.293 -0.390 0.00
H -4.77111 -1.65515 6.08129 0.190 0.167 0.017 0.00
H -5.62456 -0.11516 5.87930 -0.272 -0.033 0.131 0.00
H -5.57864 -0.83085 0.15242 -0.177 -0.193 -0.146 0.00
H -5.67911 -1.77812 1.47921 0.160 -1.719 -1.195 0.00
C 3.97965 0.88022 4.31624 -0.480 -0.090 -0.439 0.00
C 3.68522 0.89267 2.79519 -0.996 -0.195 -0.376 0.00
C 4.48773 -0.04342 1.81025 0.031 1.948 1.982 0.00
O 3.91159 0.17878 0.56499 0.302 -0.055 -1.319 0.00
C 4.72249 -0.30165 -0.52066 -0.598 -0.365 0.214 0.00
N 2.22960 0.64696 2.53941 -0.273 -0.388 0.710 0.01
H 5.01854 1.07818 4.58009 0.113 -0.422 -0.285 0.00
H 3.59038 -0.01295 4.80494 0.372 -0.297 -0.094 0.00
H 3.43959 1.69323 4.80147 -0.210 0.159 -0.305 0.00
H 3.80171 1.93447 2.49657 0.529 -0.052 -0.366 0.00
H 4.46624 -1.08754 2.12242 0.043 -0.160 -0.003 0.00
H 5.49217 0.37957 1.79301 0.430 -0.511 0.103 0.00
H 5.79179 -0.29411 -0.30934 -0.027 0.250 0.201 0.00
H 4.52334 0.30423 -1.40459 -0.079 -0.012 0.069 0.00
H 4.42087 -1.33721 -0.67795 0.156 -0.158 -0.375 0.00
H 2.03360 0.54504 1.55387 0.583 0.699 -0.424 0.00
H 2.02675 -0.30457 2.81060 -0.063 -0.464 0.777 0.00
C 4.64473 -5.17887 -2.32441 0.589 -0.739 -0.445 0.00
C 3.17316 -4.97949 -1.97775 0.353 -1.664 -1.460 0.00
C 2.44095 -4.89591 -3.35724 0.089 2.283 1.720 0.00
O 1.18134 -4.16774 -3.24464 1.362 -1.631 0.272 0.00
C 0.09796 -5.03494 -2.87487 -0.601 0.901 -0.424 0.00
N 2.61598 -6.17233 -1.26808 0.675 1.683 0.093 0.00
H 5.32996 -5.43138 -1.51521 -0.316 0.136 0.409 0.00
H 5.07922 -4.32697 -2.84747 -0.190 0.312 0.158 0.00
H 4.76642 -6.00028 -3.03051 -0.178 -0.228 -0.058 0.00
H 3.16487 -4.04025 -1.42471 -0.808 0.247 0.119 0.00
H 2.33533 -5.88614 -3.80040 -0.008 0.090 -0.048 0.00
H 3.12640 -4.23164 -3.88354 -0.415 -0.165 -0.859 0.00
H -0.48228 -4.44093 -2.16877 -0.446 -0.325 -0.201 0.00
H 0.29589 -6.01111 -2.43213 0.716 0.136 -0.029 0.00
H -0.44650 -5.22511 -3.79979 -0.483 -0.028 0.175 0.00
H 3.08733 -6.14668 -0.37518 0.132 -0.580 0.447 0.00
H 1.67860 -5.86861 -1.04632 -0.429 -0.399 0.198 0.00
C -0.32376 1.87543 -0.15349 -0.194 -1.236 0.078 0.03
C -0.78805 0.52184 0.46396 -1.951 4.365 0.575 -0.03
C -0.02309 -0.71292 0.01196 2.590 -1.377 -1.284 0.17
O -0.00277 -0.79370 -1.39140 0.332 0.327 0.264 0.41
C 1.28990 -0.88773 -2.09462 -0.344 -0.804 0.449 -0.01
N -0.87943 0.78757 1.87543 1.419 -2.815 -0.321 0.33
H -0.28871 1.72316 -1.23223 0.266 0.556 0.013 -0.01
H 0.59557 2.23701 0.30717 0.447 -0.400 -0.231 0.00
H -1.05381 2.63125 0.13612 -0.176 -0.106 -0.411 0.00
H -1.83165 0.46620 0.15429 -0.106 -1.009 -0.429 0.03
H -0.40757 -1.63304 0.45203 -1.084 -0.068 -0.171 0.01
H 1.01461 -0.69012 0.34477 0.217 0.312 0.195 -0.03
H 1.76676 -1.79583 -1.72578 0.088 -0.099 0.253 0.03
H 1.97112 -0.04908 -1.95070 -0.404 0.383 0.218 0.01
H 1.11433 -1.07808 -3.15341 -0.398 0.392 0.180 0.00
H -0.97516 -0.09098 2.36440 -1.686 -0.519 0.466 -0.02
H 0.00471 0.96034 2.33210 1.099 1.672 -0.126 0.03